Record 1
C38H41Cr2N7O5 | wB97M-V/def2-TZVPD

```
93
Properties=species:S:1:pos:R:3:forces:R:3:mulliken_charge:R:1
Cr 0.32963 -0.51330 -0.01470 0.28 -0.13 -1.40 1.10
Cr 2.67800 2.63510 -1.91982 1.65 -1.43 0.55 0.31
O 1.38122 1.14401 -0.97050 2.64 -3.72 -3.45 0.27
O 0.66165 -2.34931 -1.04517 -0.21 -0.09 0.87 -0.26
O 0.97763 3.18484 -0.71081 -0.48 3.23 -0.86 -0.89
O 4.52502 1.65270 -2.58330 -2.54 0.75 0.66 -0.65
O -0.13808 1.50706 0.34377 -3.86 0.28 2.60 -0.52
N -0.77752 -1.23122 1.72918 -0.40 2.01 0.54 0.67
N 3.86689 2.99979 0.18128 2.33 1.26 1.98 0.47
N -1.72145 -0.64028 -1.15932 -2.75 -0.75 -2.04 1.46
N -1.66889 -6.04791 1.85539 -0.97 0.37 0.49 -0.58
N -4.43132 1.08591 2.45360 -1.82 0.70 1.11 -0.27
N 2.15040 -0.61646 1.53119 2.28 0.55 0.43 0.55
N 1.49361 2.51031 -3.76915 -1.01 -0.30 -0.86 0.42
C 5.10817 2.53171 0.61426 -2.42 0.92 -1.06 -0.36
C 1.07015 -2.85645 -2.28091 0.47 2.41 0.55 -1.08
C -5.51757 3.54733 1.78501 1.59 1.29 -2.64 -0.15
C 0.21909 0.98216 -5.15454 0.54 0.84 -0.48 -0.74
C 0.31442 3.33145 -5.77475 0.60 -0.92 2.27 -0.63
C -1.07445 -5.67672 0.71823 -2.52 1.11 -1.47 -0.39
C -2.97773 -5.69505 2.10683 1.96 0.50 -1.57 -0.42
C -5.81356 3.02474 2.99872 -0.95 -2.18 1.12 -0.55
C 3.39598 4.02557 0.97394 -1.52 -1.06 -1.01 -0.37
C -3.23537 0.01431 -3.01799 1.36 -0.93 1.37 -0.72
C -1.84779 -2.06998 4.21494 0.55 -0.38 -0.25 -0.73
C -4.61059 2.95044 0.89923 -0.08 -1.86 1.83 -0.91
C -1.23735 -2.94361 3.32329 0.09 -0.12 -0.03 -0.54
C 3.13997 -1.43634 1.07615 0.37 -0.02 -0.51 -0.24
C -0.16106 2.05117 -5.97211 -0.69 -0.25 -0.15 -0.25
C 1.07320 3.50891 -4.55943 -0.16 -0.23 -2.00 -0.33
C -4.11762 -1.37109 -1.27570 1.19 1.02 0.09 -0.74
C 0.62079 2.01602 -0.48471 2.09 -0.76 1.31 0.66
C 1.06902 1.24675 -4.11610 0.61 0.61 0.67 -0.46
C 4.44914 -1.51236 1.56176 0.09 1.97 1.04 -1.06
C -5.35458 1.73561 3.28915 2.01 -0.20 -2.07 -0.31
C -0.66744 -2.46093 2.14686 -0.33 -2.36 0.72 -0.70
C -4.36066 -0.61971 -2.41268 2.18 0.71 -0.92 -0.62
C -3.72519 -4.94271 1.17805 0.00 -2.12 1.18 -0.31
C 2.58776 0.31047 2.43015 0.56 -0.29 -0.15 -0.39
C -1.87457 -0.74985 3.86865 0.56 0.93 -2.16 -0.78
C -1.37240 -0.36514 2.56013 -0.26 -0.34 2.72 -0.55
C -4.10880 1.66612 1.30614 -0.21 2.27 0.03 0.08
C -1.93141 -0.06094 -2.41017 -2.71 0.15 1.95 -0.66
C -3.20192 -4.75507 -0.07268 2.17 0.54 -0.95 -0.34
C 3.90993 4.54787 2.14120 2.74 -1.50 0.41 -0.84
C 4.84126 -0.51324 2.45883 -0.77 -1.10 0.31 -0.30
C 4.83322 0.29873 -2.80331 1.10 1.42 0.41 -0.77
C -2.80081 -1.36079 -0.69142 -0.42 1.06 -1.12 -1.05
C -1.82176 -5.01734 -0.33392 -0.72 -0.83 2.01 -0.05
C 3.90181 0.42098 2.86645 0.32 -0.62 0.04 -0.63
C 5.17216 3.99892 2.54568 -1.35 0.45 -0.75 -0.18
C 5.75036 3.02341 1.74619 -0.30 -0.57 -0.14 -0.74
H -2.70037 -1.89473 0.24198 0.40 0.08 0.06 0.58
H -4.78341 -4.80959 1.34789 -0.05 0.37 0.17 0.42
H 3.43100 5.27191 2.78371 -0.27 0.08 -0.40 0.43
H -1.20515 0.64360 -2.78774 0.56 -0.44 0.04 0.38
H -1.34850 -4.78088 -1.27547 -0.04 0.06 -0.01 0.31
H -1.19143 -3.99738 3.55539 0.25 -0.04 -0.10 0.63
H 2.13731 -3.07631 -2.31137 0.28 -1.15 0.32 0.31
H 6.64591 2.48102 2.01118 0.27 0.35 0.23 0.37
H 0.08078 4.14823 -6.44159 -0.04 0.09 0.23 0.41
H -2.17625 -2.40189 5.18877 -0.22 -0.11 -0.01 0.41
H -0.02444 -0.03564 -5.42135 -0.28 -0.01 0.26 0.50
H -1.30514 0.69729 2.37814 -0.21 0.00 -0.72 0.61
H -6.55184 3.48709 3.63714 0.12 0.14 0.18 0.35
H -3.31808 1.25371 0.69700 0.06 -0.58 0.00 0.58
H -0.93115 1.83648 -6.69825 0.24 0.14 -0.57 0.40
H -3.36726 -6.03365 3.05552 -0.11 0.07 0.05 0.41
H -3.84412 -4.32935 -0.82949 0.14 0.09 -0.24 0.55
H -5.87626 4.51090 1.45444 -0.34 0.21 0.36 0.36
H 1.40711 0.42618 -3.50065 0.24 0.13 0.27 0.43
H 2.97913 -1.99495 0.16593 -1.00 -0.43 0.15 0.42
H 1.98297 1.08057 2.88575 -1.12 -0.31 -0.50 0.34
H 0.44268 -3.59911 -2.77371 -0.09 -0.51 0.38 0.28
H -3.26966 0.60362 -3.92239 -0.39 -0.02 -0.09 0.50
H 5.80424 -0.63169 2.93321 0.27 0.55 -0.10 0.41
H 5.27108 -2.16330 1.30274 -0.66 -0.57 -0.71 0.41
H -5.63526 1.16778 4.16390 0.00 0.15 0.14 0.41
H 5.64137 4.32877 3.46080 0.10 0.00 0.05 0.40
H 4.18272 1.17293 3.58899 -0.18 0.18 -0.03 0.50
H 4.63316 -0.42434 -2.01258 -0.89 -0.07 0.40 0.18
H -5.32772 -0.47514 -2.87127 -0.18 -0.19 0.20 0.43
H 1.12854 -2.02649 -2.98509 -0.52 0.50 -0.81 0.07
H -0.04097 -5.92442 0.52601 0.14 -0.11 0.34 0.43
H 5.52131 1.74646 -0.00145 0.07 -0.05 -0.05 0.46
H 2.40457 4.32775 0.67028 -0.11 0.26 -0.15 0.48
H -4.99498 -1.76483 -0.78414 0.35 -0.52 0.38 0.59
H 4.49874 -0.10324 -3.75967 -0.13 -0.09 -0.21 0.26
H -4.21074 3.41968 0.01248 -0.33 0.03 -0.10 0.40
H -2.25631 -0.01682 4.56387 -0.05 0.25 -0.27 0.47
H -0.09951 -3.13806 1.52610 -0.03 -0.05 -0.32 0.49
H 5.92166 0.33994 -2.76200 0.53 -0.68 -0.66 0.35
H 1.37370 4.53133 -4.38406 0.31 -0.06 0.64 0.34
```
Positions in Å, forces in eV/Å.

## Properties
- Max |F|: 5.72 eV Å⁻¹
- Highest occupied orbital energy (spin up / spin down): -6.04 / -7.30 eV
- Multiplicity: 9
- E: -4321.007968 Ha

Record 2
C2H7S2 | wB97M-V/def2-TZVPD

```
11
Properties=species:S:1:pos:R:3:forces:R:3:mulliken_charge:R:1
S 0.37690 2.43481 1.00923 0.55 0.17 0.41 -0.86
S 0.19577 -2.24788 -0.82588 -0.24 -0.95 -0.76 -0.27
C -1.28279 0.11393 -0.27171 -2.39 -1.77 1.27 -0.87
C 0.09199 -0.54003 -0.35547 0.11 2.56 -2.38 -0.42
H 0.66062 -0.61721 0.50671 0.52 0.96 1.97 0.29
H -2.03767 -0.42124 -0.91510 0.71 -0.28 0.56 0.37
H -1.37951 1.09560 -0.68703 0.69 0.73 0.39 0.30
H 1.41170 1.85531 1.67143 -0.22 0.21 -0.16 -0.07
H 0.32937 -2.58527 0.44738 -0.01 -0.70 0.18 0.09
H 0.71367 0.15601 -1.00550 -0.55 -1.23 0.49 0.27
H -1.71609 0.08259 0.81147 0.83 0.30 -1.97 0.17
```
Positions in Å, forces in eV/Å.

## Properties
- Total charge: -1
- Max |F|: 3.50 eV Å⁻¹
- Highest occupied orbital energy: -2.56 eV
- Multiplicity: 1
- E: -876.772435 Ha

Record 3
C2H6N2O2S | wB97M-V/def2-TZVPD

```
13
Properties=species:S:1:pos:R:3:forces:R:3:mulliken_charge:R:1
S -0.90654 -2.35182 -0.37387 -1.38 0.52 -0.14 -0.08
O 2.42269 -0.62215 -0.44402 0.94 -0.41 -0.57 -0.42
O -0.00935 -0.02393 0.98809 -2.04 0.80 -1.35 -0.62
N -1.65564 -0.73004 -0.43166 -0.14 -2.38 -1.29 -0.35
N -1.16374 1.49681 -0.42957 -1.37 -1.92 -0.04 -0.48
C -0.89118 0.19744 0.14263 1.38 2.96 1.17 0.61
C 2.36424 -0.07623 0.62039 -2.17 1.20 -0.77 0.07
H 2.04734 1.01467 0.64282 1.16 -0.64 0.39 0.14
H -2.13397 1.81553 -0.55981 0.64 -0.87 0.06 0.22
H 0.29980 -1.84935 -0.18868 0.69 -0.03 -0.04 0.14
H -0.64689 2.24768 -0.10328 1.43 1.22 1.06 0.21
H -1.93482 -0.46622 -1.38434 0.14 -0.31 0.68 0.33
H 2.20807 -0.65237 1.52130 0.72 -0.14 0.85 0.22
```
Positions in Å, forces in eV/Å.

## Properties
- Max |F|: 3.47 eV Å⁻¹
- SMILES string: NC(=O)NS.C=O
- Highest occupied orbital energy: -9.31 eV
- Multiplicity: 1
- E: -737.942262 Ha